*A*
Formula: C9H32O7
Source: the Open Molecules 2025 dataset
Level of theory: wB97M-V/def2-TZVPD

Geometry as ORCA input:
```
! RIJCOSX wB97M-V def2-TZVPD def2/J DEFGRID3
* xyz 0 1
O 13.231 8.707 1.921
H 12.896 8.152 1.217
H 12.542 8.694 2.586
O 17.724 9.878 -4.260
H 16.936 10.170 -3.801
H 18.443 10.311 -3.799
O 14.063 11.842 -1.255
H 13.293 11.652 -1.791
H 13.927 11.340 -0.452
O 11.956 6.312 -1.820
H 12.398 5.995 -2.608
H 11.374 5.595 -1.567
C 10.186 10.060 -6.785
C 11.189 10.635 -5.850
C 11.421 12.103 -5.974
O 10.728 10.478 -4.571
H 10.258 8.981 -6.642
H 10.346 10.295 -7.837
H 9.206 10.415 -6.468
H 12.193 10.255 -6.038
H 12.328 12.284 -5.397
H 10.567 12.686 -5.631
H 11.588 12.380 -7.015
H 10.782 9.571 -4.262
C 14.486 7.252 -11.150
C 14.542 5.665 -11.167
C 14.508 4.971 -12.521
O 15.768 5.391 -10.533
H 13.792 7.736 -11.837
H 15.461 7.732 -11.238
H 14.139 7.601 -10.177
H 13.734 5.268 -10.553
H 13.635 5.280 -13.096
H 14.628 3.890 -12.588
H 15.227 5.441 -13.191
H 16.252 4.768 -11.080
C 4.074 9.187 -9.945
C 3.160 8.840 -8.760
C 3.112 10.014 -7.777
O 1.866 8.888 -9.369
H 3.728 10.092 -10.443
H 4.120 8.388 -10.686
H 5.075 9.364 -9.552
H 3.522 7.925 -8.292
H 4.062 10.448 -7.464
H 2.644 9.656 -6.860
H 2.488 10.881 -7.993
H 1.720 9.779 -9.695
*
```

Values from the calculation:
HOMO level = -9.976 eV
SMILES = CC(C)O.CC(C)O.CC(C)O.O.O.O.O


*B*
Formula: C9H32O7
Source: the Open Molecules 2025 dataset
Level of theory: wB97M-V/def2-TZVPD

Geometry as ORCA input:
```
! RIJCOSX wB97M-V def2-TZVPD def2/J DEFGRID3
* xyz 0 1
O 0.183 -1.084 0.323
H -0.057 -0.522 1.060
H 1.071 -1.379 0.526
O -0.880 -4.072 -2.001
H -0.447 -3.390 -1.488
H -1.259 -4.660 -1.348
O 2.852 -4.873 2.197
H 2.222 -5.202 1.556
H 2.417 -4.992 3.042
O 2.880 -0.789 3.552
H 3.340 -1.584 3.284
H 2.857 -0.835 4.507
C -0.889 4.205 -0.857
C -0.040 5.207 -0.056
C 1.307 4.609 0.282
O 0.137 6.378 -0.821
H -1.827 4.561 -1.281
H -1.275 3.437 -0.186
H -0.422 3.686 -1.694
H -0.493 5.493 0.893
H 1.131 3.838 1.033
H 1.922 5.221 0.941
H 1.860 4.317 -0.611
H 0.473 6.119 -1.683
C 6.297 -2.104 -2.417
C 5.219 -2.964 -3.088
C 4.651 -2.284 -4.377
O 5.729 -4.212 -3.421
H 7.250 -2.112 -2.947
H 6.546 -2.422 -1.405
H 5.933 -1.077 -2.391
H 4.497 -3.029 -2.273
H 5.452 -1.970 -5.046
H 4.163 -1.333 -4.165
H 3.928 -2.920 -4.889
H 6.195 -4.197 -4.261
C -5.980 1.273 1.681
C -7.085 0.898 2.692
C -7.627 -0.562 2.448
O -6.626 1.049 4.002
H -6.417 1.386 0.688
H -5.126 0.597 1.676
H -5.501 2.221 1.926
H -7.939 1.570 2.605
H -6.887 -1.287 2.788
H -7.968 -0.710 1.423
H -8.455 -0.950 3.041
H -7.313 1.447 4.541
*
```

Values from the calculation:
HOMO level = -10.032 eV
SMILES = CC(C)O.CC(C)O.CC(C)O.O.O.O.O


Short version: *B* is the most stable of them.


*A*
Formula: C2H3N2O2S
Source: the Open Molecules 2025 dataset
Level of theory: wB97M-V/def2-TZVPD

Geometry as ORCA input:
```
! RIJCOSX wB97M-V def2-TZVPD def2/J DEFGRID3
* xyz -1 1
C -0.028 0.311 -0.735
C 0.243 1.630 1.177
N -0.565 -0.444 -1.529
N 0.663 1.027 -0.058
O 0.969 -2.652 -1.402
O -1.204 -2.862 -0.409
S -0.447 -2.379 -1.590
H -0.853 1.448 1.315
H 0.581 1.207 2.090
H 0.639 2.713 1.140
*
```

Values from the calculation:
HOMO level = -4.255 eV


*B*
Formula: C2H3N2O2S
Source: the Open Molecules 2025 dataset
Level of theory: wB97M-V/def2-TZVPD

Geometry as ORCA input:
```
! RIJCOSX wB97M-V def2-TZVPD def2/J DEFGRID3
* xyz -1 1
C 0.599 -1.122 -0.828
C -1.506 0.263 -0.249
N 1.319 -0.598 0.181
N 2.180 0.369 -0.049
O 2.756 0.810 0.972
O -1.622 1.346 -0.975
S -2.561 -0.135 0.943
H 0.016 -1.979 -0.423
H 1.219 -0.855 1.186
H -2.399 1.901 -0.758
*
```

Values from the calculation:
HOMO level (spin up / spin down) = -2.927 / -2.923 eV


Short version: *A* is the most stable of them.


*A*
Formula: C4H6O2V
Source: the Open Molecules 2025 dataset
Level of theory: wB97M-V/def2-TZVPD

Geometry as ORCA input:
```
! RIJCOSX wB97M-V def2-TZVPD def2/J DEFGRID3
* xyz 1 5
O 3.219 0.293 -0.294
C 2.401 -0.545 0.199
H 4.147 -0.004 -0.341
H 2.893 -1.479 0.528
C -1.071 1.430 0.209
C -1.975 0.449 -0.377
C -2.447 -0.725 0.384
O -1.269 -0.920 -0.401
V 0.379 0.001 0.370
H -2.505 0.648 -1.317
H -1.377 2.478 0.130
H -3.312 -1.278 0.008
H -2.309 -0.739 1.469
*
```

Values from the calculation:
HOMO level (spin up / spin down) = -12.198 / -14.051 eV


*B*
Formula: C4H6O2V
Source: the Open Molecules 2025 dataset
Level of theory: wB97M-V/def2-TZVPD

Geometry as ORCA input:
```
! RIJCOSX wB97M-V def2-TZVPD def2/J DEFGRID3
* xyz 1 5
O 1.956 -2.256 0.330
C 1.224 -1.375 -0.342
C 0.589 -0.288 0.215
C -0.051 0.780 -0.462
C -1.120 1.668 0.146
O -2.166 0.912 0.705
V -1.745 -0.852 0.338
H 1.418 -2.945 0.743
H 1.068 -1.657 -1.386
H 0.031 0.789 -1.556
H 0.950 0.592 0.970
H -1.502 2.347 -0.637
H -0.650 2.286 0.935
*
```

Values from the calculation:
HOMO level (spin up / spin down) = -12.522 / -14.672 eV


Short version: *B* is the most stable of them.


*A*
Formula: C5H8Br2
Source: the Open Molecules 2025 dataset
Level of theory: wB97M-V/def2-TZVPD

Geometry as ORCA input:
```
! RIJCOSX wB97M-V def2-TZVPD def2/J DEFGRID3
* xyz 0 1
C -1.161 -0.020 -0.925
C -0.457 0.068 0.182
C -2.636 0.200 -1.033
C 2.213 -0.197 1.479
C 1.716 -0.113 0.085
Br -0.379 -0.072 -2.732
Br -1.098 0.309 1.910
H -2.993 -0.705 -1.666
H -2.885 1.051 -1.528
H -3.141 0.436 -0.007
H 3.297 -0.482 1.362
H 1.892 0.663 1.951
H 1.832 -1.020 1.935
H 1.962 0.839 -0.497
H 1.839 -0.954 -0.515
*
```

Values from the calculation:
HOMO level = -9.028 eV


*B*
Formula: C5H8Br2
Source: the Open Molecules 2025 dataset
Level of theory: wB97M-V/def2-TZVPD

Geometry as ORCA input:
```
! RIJCOSX wB97M-V def2-TZVPD def2/J DEFGRID3
* xyz 0 1
C 1.898 0.300 0.207
C -1.685 1.379 1.026
C 1.307 -0.619 -0.603
C -2.414 0.153 1.274
C 1.070 -0.392 -2.025
Br -0.341 1.690 2.307
Br 0.748 -2.399 0.045
H 2.111 1.371 -0.068
H 2.202 0.221 1.256
H -1.944 -0.665 1.900
H -2.843 -0.289 0.302
H -3.305 0.423 1.657
H 0.135 -0.928 -2.442
H 1.848 -0.984 -2.708
H 1.213 0.740 -2.128
*
```

Values from the calculation:
HOMO level = -8.765 eV


Short version: *A* is the most stable of them.


*A*
Formula: C7H7ClF3N2O
Source: the Open Molecules 2025 dataset
Level of theory: wB97M-V/def2-TZVPD

Geometry as ORCA input:
```
! RIJCOSX wB97M-V def2-TZVPD def2/J DEFGRID3
* xyz 1 1
C 0.081 0.307 -2.237
C 0.168 1.641 -1.649
C 0.038 -0.827 -1.481
C 0.415 1.929 -0.432
C -0.236 0.073 2.533
C 1.055 -0.230 0.500
C -0.305 0.805 3.918
N -1.206 -0.719 2.150
N 0.864 0.305 1.827
O 0.162 -1.088 -0.058
F -0.897 1.962 3.662
F 0.870 0.982 4.400
F -0.950 0.013 4.668
Cl 0.281 3.042 0.835
H -0.030 0.228 -3.369
H -0.362 2.388 -2.255
H -0.065 -1.914 -1.962
H 2.086 -0.035 0.186
H -2.054 -0.630 2.712
H -0.975 -1.169 1.162
H 1.694 0.652 2.172
*
```

Values from the calculation:
HOMO level (spin up / spin down) = -11.857 / -11.972 eV


*B*
Formula: C7H7ClF3N2O
Source: the Open Molecules 2025 dataset
Level of theory: wB97M-V/def2-TZVPD

Geometry as ORCA input:
```
! RIJCOSX wB97M-V def2-TZVPD def2/J DEFGRID3
* xyz 1 1
C 1.780 -2.590 -0.385
C 0.339 -2.953 -0.703
C 2.257 -1.329 -0.187
C -0.503 -1.932 -0.811
C -0.549 1.719 0.469
C 0.187 -0.233 -0.886
C -1.877 2.395 1.056
N 0.601 2.263 0.859
N -0.844 0.613 -0.216
O 1.403 -0.227 -0.282
F -1.652 3.667 1.021
F -2.040 2.003 2.284
F -2.981 2.113 0.309
Cl -2.159 -1.973 -1.150
H 2.467 -3.468 -0.341
H 0.188 -4.016 -0.770
H 3.303 -1.111 -0.080
H 0.020 -0.078 -2.021
H 0.368 2.940 1.693
H 1.487 1.956 0.495
H -1.797 0.241 -0.353
*
```

Values from the calculation:
HOMO level = -12.293 eV
SMILES = N/C(=[NH+]\[C@H]1OC=CC=C1Cl)C(F)(F)F


Short version: *B* is the most stable of them.